Entry from the Open Molecules 2025 dataset: a molecular structure, C26H19Cl2N5O4S2Sn in a non-equilibrium geometry (the ωB97M-V functional and the def2-TZVPD basis).

Positions of all 59 atoms, in Å:
Sn -1.5070 -1.6923 0.1332
C -4.6971 0.9699 -1.7539
C -3.8753 -0.1132 -1.1261
N -2.5915 -0.2127 -1.1981
O -1.8233 0.7134 -1.8459
C -4.5674 -1.1683 -0.3753
C -6.0569 -1.2996 -0.2631
N -3.8219 -2.0163 0.2347
O -4.1562 -2.9926 0.9265
H -4.0940 1.7232 -2.2546
H -5.2944 1.4702 -0.9927
H -5.3714 0.5443 -2.4964
H -2.3691 1.4204 -2.2185
H -6.5861 -0.6184 -0.9218
H -6.3632 -1.1199 0.7694
H -6.3381 -2.3254 -0.5045
S -0.1867 -3.4506 1.3953
C 0.9004 -3.9743 0.1415
C 2.0476 -4.6521 0.5603
C 2.9230 -5.2162 -0.3490
C 4.0173 -6.0241 0.1081
N 4.8718 -6.6897 0.4915
C 2.7023 -5.0293 -1.7230
C 1.6077 -4.2949 -2.1416
C 0.6793 -3.7908 -1.2302
S -0.7086 -2.9779 -1.8888
C 3.5866 -5.5961 -2.7008
N 4.2683 -6.0398 -3.5123
H 2.2247 -4.7730 1.6204
H 1.4422 -4.1432 -3.1996
Cl 0.1762 4.8162 1.0521
C 0.4668 4.0642 -0.4785
C 0.1633 4.7826 -1.6244
C 0.2457 4.1825 -2.8691
C 0.5632 2.8365 -2.9627
C 0.8731 2.1300 -1.8189
Cl 1.2213 0.4321 -1.9370
C 0.9165 2.7344 -0.5484
N 1.3289 1.9743 0.5236
C 2.0222 2.3641 1.6715
C 2.8737 3.4683 1.6398
C 3.6012 3.8350 2.7551
C 3.4918 3.0958 3.9219
C 2.6435 2.0029 3.9582
C 1.9106 1.6033 2.8445
C 1.0285 0.3777 2.9535
C -0.3884 0.5302 2.3390
O -1.2195 1.2036 2.8854
O -0.5668 -0.1360 1.2021
H -0.1559 5.8108 -1.5258
H 0.0298 4.7578 -3.7590
H 0.5851 2.3363 -3.9216
H 1.1133 0.9941 0.4418
H 2.9755 4.0249 0.7168
H 4.2589 4.6931 2.7126
H 4.0669 3.3652 4.7977
H 2.5488 1.4318 4.8742
H 0.8685 0.1409 4.0039
H 1.4942 -0.4836 2.4670

## Properties
frontier orbital gap	6.0122	eV
HOMO	-7.91	eV
maximum force	3.267	eV/A
energy	-95454.9744	eV
LUMO level	-0.070	Ha

Entry from the Open Molecules 2025 dataset: a gas-phase ion, C3H2N3O (charge +1) in a non-equilibrium geometry (the ωB97M-V functional and the def2-TZVPD basis).

Positions of all 9 atoms, in Å:
C 1.1102 -0.7066 -0.2209
C 1.2341 0.6962 0.1257
C -0.8553 0.0249 0.1914
N -3.1995 -0.1364 -0.1209
N -0.1626 -1.0880 -0.1180
N -2.1535 0.0680 0.1023
O -0.0481 1.0842 0.3880
H 1.9402 -1.3962 -0.4741
H 2.1345 1.4539 0.1264

## Properties
frontier orbital gap (spin up / spin down)	7.4059 / 7.9474	eV
HOMO (spin up / spin down)	-13.00 / -16.95	eV
maximum force	6.725	eV/A
2S+1	3
charge	+1
energy	-9647.9448	eV
expectation value of S²	2.011
LUMO level (spin up / spin down)	-0.205 / -0.331	Ha

Entry from the Open Molecules 2025 dataset: a molecular structure, C29H30Cl2IrN7PS2 in a non-equilibrium geometry (the ωB97M-V functional and the def2-TZVPD basis).

Positions of all 72 atoms, in Å:
Ir -0.4845 0.2725 -0.0228
S -4.5439 -0.4658 0.3535
C -3.8126 0.8858 1.0718
S -2.3600 0.3226 1.8106
C -4.3148 2.1796 1.1325
C -5.5482 2.5009 0.5466
N -6.5625 2.7380 0.0659
C -3.5301 3.1702 1.7372
N -2.7769 3.8963 2.2118
N -0.4430 -1.1910 -2.8886
P -1.6060 -1.0832 -1.6480
C -2.9684 -1.9802 -2.4335
C -2.8800 -3.3566 -2.6277
C -3.9006 -4.0083 -3.2936
C -4.9935 -3.2976 -3.7681
C -5.0780 -1.9277 -3.5732
C -4.0636 -1.2628 -2.9082
C -0.9206 -2.2538 -0.3871
C 0.4507 -2.5515 -0.3289
C 0.9084 -3.5056 0.5663
C 0.0204 -4.1596 1.4094
C -1.3337 -3.8484 1.3755
C -1.8016 -2.8920 0.4951
C 0.5235 -0.2280 -3.0670
C 1.2868 -0.1779 -4.2385
C 2.2036 0.8395 -4.3916
C 2.3579 1.7670 -3.3645
C 1.6094 1.6132 -2.2161
N 0.7163 0.6330 -2.0616
H -0.6791 -1.7258 -3.7170
H -2.0239 -3.9015 -2.2562
H -3.8416 -5.0738 -3.4467
H -5.7840 -3.8141 -4.2871
H -5.9279 -1.3764 -3.9440
H -4.1128 -0.1925 -2.7586
H 1.1440 -2.0932 -1.0240
H 1.9577 -3.7603 0.5868
H 0.3794 -4.9235 2.0810
H -2.0269 -4.3580 2.0278
H -2.8568 -2.6611 0.4645
H 1.1497 -0.9214 -5.0066
H 2.7825 0.9181 -5.2987
H 3.0517 2.5846 -3.4630
H 1.7088 2.2856 -1.3780
C 3.6399 0.1345 3.5238
C 2.7026 -0.8909 2.9032
N 1.6986 -0.2046 2.1175
C 1.4224 1.1099 2.1832
N 0.5877 1.5844 1.2522
C 0.2364 2.9875 1.2731
C 1.3297 3.8425 1.9058
C 1.6335 3.2656 3.2796
N 1.9552 1.8566 3.1534
C 2.8178 1.2539 4.1486
H 4.2903 0.5474 2.7529
H 4.2598 -0.3339 4.2839
H 2.2142 -1.4907 3.6791
H 3.2523 -1.5675 2.2458
H 1.2916 -0.6944 1.3254
H -0.6926 3.1080 1.8528
H 0.0249 3.3171 0.2500
H 0.9879 4.8713 2.0013
H 2.2324 3.8307 1.2898
H 0.7695 3.3910 3.9440
H 2.4906 3.7718 3.7271
H 2.2153 0.8672 4.9783
H 3.4754 2.0298 4.5431
Cl 3.8244 0.6058 -0.2878
C 4.8998 2.0101 -0.2718
Cl 4.9175 2.7811 1.3229
H 4.5394 2.7311 -1.0062
H 5.9081 1.6696 -0.5087

## Properties
frontier orbital gap (spin up / spin down)	6.8938 / 5.1145	eV
HOMO (spin up / spin down)	-12.94 / -14.07	eV
maximum force	1.753	eV/A
2S+1	6
charge	+2
energy	-99816.3655	eV
expectation value of S²	8.836
LUMO level (spin up / spin down)	-0.222 / -0.329	Ha

Entry from the Open Molecules 2025 dataset: 2 unconnected molecules or ions with the total composition C6H14O2 in a non-equilibrium geometry (the ωB97M-V functional and the def2-TZVPD basis).

Positions of all 22 atoms, in Å:
C 2.2846 -0.8895 -1.2233
C 0.9979 -0.4681 -1.0371
C -0.1392 -1.3018 -0.6991
C -0.4424 -0.8378 0.7145
C -0.8079 0.6844 0.8126
C -1.7100 1.2611 -0.3053
O -2.9355 0.5202 -0.3873
H 2.4953 -1.9542 -1.3710
H 3.2142 -0.3297 -1.1233
H 0.6903 0.6045 -1.1374
H -0.1800 -2.3862 -1.2083
H -0.9783 -0.9672 -1.3489
H 0.5327 -1.1567 1.2765
H -1.2178 -1.4967 1.1016
H 0.0993 1.1775 0.6664
H -0.9455 0.9665 1.8500
H -1.1509 0.9095 -1.2554
H -1.9690 2.4062 -0.5049
H -3.4661 0.7482 -1.1682
O 2.4405 0.6801 1.8591
H 2.6100 1.1838 1.0328
H 3.1282 0.0029 1.8419

## Properties
frontier orbital gap	9.9603	eV
HOMO	-9.19	eV
maximum force	4.219	eV/A
energy	-10540.8865	eV
structure (SMILES)	C=CCCCCO.O
LUMO level	0.028	Ha